[1]
Here is a molecular structure, C11H15Br25N3 from the OMol25 dataset. Energies are from the ωB97M-V functional and the def2-TZVPD basis.

Results
HOMO level = -11.3 eV
gap between HOMO and LUMO = 7.9 eV

ORCA input file:
```
! wB97M-V def2-TZVPD RIJCOSX def2/J DEFGRID3
* xyz 1 1
N -0.505 2.577 -3.739
C -1.812 2.639 -3.854
N -2.379 3.665 -4.571
C -3.702 3.788 -3.926
C -4.029 2.292 -3.954
Br -3.856 1.582 -5.819
N -2.787 1.833 -3.301
H -0.005 3.450 -3.804
H 0.065 1.755 -3.565
H -1.824 4.513 -4.609
H -4.391 4.430 -4.461
H -3.559 3.975 -2.860
H -4.993 1.975 -3.579
H -2.610 0.830 -3.319
C 0.603 -1.387 -2.832
Br 1.773 0.093 -2.480
Br -1.019 -1.237 -1.810
Br 0.260 -1.594 -4.713
H 1.103 -2.286 -2.493
C 0.763 -1.994 1.503
Br 1.729 -3.212 0.358
Br 0.245 -2.832 3.153
Br 1.749 -0.367 1.801
H -0.145 -1.723 0.984
C -3.549 2.342 0.958
Br -3.091 2.175 -0.929
Br -5.311 1.662 1.317
Br -2.216 1.523 2.077
H -3.561 3.398 1.198
C -5.282 3.935 4.930
Br -5.903 4.959 6.430
Br -4.258 5.018 3.701
Br -4.303 2.373 5.481
H -6.155 3.589 4.395
C 4.749 -5.615 0.597
Br 5.851 -7.124 1.030
Br 5.564 -3.956 1.141
Br 4.265 -5.596 -1.276
H 3.831 -5.717 1.159
C 9.969 -5.532 2.197
Br 9.355 -5.627 0.372
Br 8.579 -6.001 3.445
Br 11.556 -6.585 2.469
H 10.234 -4.503 2.389
C -6.312 9.263 6.989
Br -5.796 9.009 5.150
Br -8.083 8.590 7.331
Br -5.020 8.505 8.198
H -6.334 10.328 7.171
C 6.035 -8.538 -3.198
Br 7.791 -7.942 -2.676
Br 6.001 -9.139 -5.027
Br 5.344 -9.876 -1.998
H 5.378 -7.683 -3.131
*
```



[2]
Here is a molecular structure, C11H15BrClCrO2Ru from the OMol25 dataset. Energies are from the ωB97M-V functional and the def2-TZVPD basis.

Results
HOMO level (spin up / spin down) = -7.2 / -8.3 eV
gap between HOMO and LUMO (spin up / spin down) = 7.3 / 3.0 eV

ORCA input file:
```
! wB97M-V def2-TZVPD RIJCOSX def2/J DEFGRID3
* xyz 0 8
Cr -0.867 0.372 -0.600
Cl -1.226 -0.291 -2.708
C -0.106 2.291 -0.863
H 0.671 2.513 -0.115
H -0.683 3.208 -1.092
H 0.382 1.996 -1.822
Ru -2.259 2.175 0.510
C -3.799 0.900 0.842
C -2.945 4.128 0.581
C -1.174 1.782 1.980
H -2.467 4.784 1.321
H -2.802 4.610 -0.409
H -4.029 4.148 0.811
H -3.764 0.382 1.810
H -4.762 1.415 0.818
H -3.798 0.115 0.065
H -0.159 2.185 2.122
H -1.499 1.131 2.832
Br 1.587 -1.557 -3.033
C 2.330 -2.419 -1.571
C 3.337 -3.364 -1.812
C 3.958 -3.978 -0.701
C 3.565 -3.694 0.627
C 2.559 -2.772 0.845
C 1.931 -2.193 -0.240
C 0.801 -1.238 0.031
O 1.018 -0.005 0.246
O -0.411 -1.627 -0.033
H 3.612 -3.617 -2.852
H 4.748 -4.720 -0.886
H 4.029 -4.193 1.473
H 2.222 -2.466 1.823
*
```



[3]
Here is a molecular structure, C11H15ClGaNO3RhS from the OMol25 dataset. Energies are from the ωB97M-V functional and the def2-TZVPD basis.

Results
HOMO level (spin up / spin down) = -3.3 / -5.2 eV
gap between HOMO and LUMO (spin up / spin down) = 5.7 / 6.2 eV
ΔE to the lowest compared entry with this formula, charge and spin = 0.767 eV

ORCA input file:
```
! wB97M-V def2-TZVPD RIJCOSX def2/J DEFGRID3
* xyz -1 5
Rh 1.214 -1.090 -3.406
Cl 1.355 -0.155 -5.526
C 1.890 0.217 -1.955
C -0.587 -2.099 -3.552
H 2.753 0.421 -2.623
H 1.493 1.149 -1.478
H 2.099 -0.595 -1.216
H -1.333 -1.881 -4.346
H -1.011 -2.410 -2.575
H 0.156 -2.844 -3.945
Ga -1.457 0.099 -1.399
C -2.917 -1.329 -0.916
C -2.297 1.910 -2.172
H -3.116 -1.855 -1.864
H -2.632 -2.091 -0.155
H -3.880 -0.887 -0.573
H -2.296 1.446 -3.156
H -1.319 2.357 -2.316
O 0.091 -1.769 0.532
C 0.068 -0.650 1.041
N -0.655 0.399 0.475
S -0.567 1.885 1.217
O 0.196 2.769 0.371
O -1.843 2.284 1.693
C 0.444 1.177 2.529
C 0.937 1.852 3.654
C 1.723 1.130 4.560
C 2.026 -0.216 4.327
C 1.523 -0.873 3.190
C 0.715 -0.160 2.296
H 0.709 2.891 3.808
H 2.126 1.614 5.447
H 2.648 -0.762 5.040
H 1.743 -1.933 2.991
*
```



[4]
Here is C11H15ClN2O in the gas phase from the OMol25 dataset. Energies are from the ωB97M-V functional and the def2-TZVPD basis.

Results
HOMO level (spin up / spin down) = -6.0 / -7.9 eV
gap between HOMO and LUMO (spin up / spin down) = 6.6 / 7.2 eV

ORCA input file:
```
! wB97M-V def2-TZVPD RIJCOSX def2/J DEFGRID3
* xyz 0 3
C 0.823 2.782 -0.362
C 1.279 3.499 0.753
C 0.581 1.493 0.072
C 1.157 2.621 1.855
C 0.126 0.410 -0.726
C 0.489 -0.084 -2.992
C -0.614 -1.131 -2.550
C 1.313 2.841 3.336
C -1.957 -0.425 -2.698
C -0.017 -1.318 1.045
C 0.317 -2.988 -1.312
N 0.014 -0.828 -0.292
N -0.453 -1.768 -1.183
O 0.739 1.430 1.405
Cl 2.059 -0.851 -2.907
H 0.979 2.901 -1.422
H 1.463 4.552 0.791
H -0.731 -1.986 -3.213
H 1.571 1.965 3.830
H 2.324 3.279 3.428
H 0.494 3.448 3.680
H -2.734 -0.771 -3.372
H -1.792 0.586 -2.953
H -2.305 -0.435 -1.642
H -0.688 -2.084 1.260
H 0.942 -1.532 1.360
H -0.200 -0.465 1.678
H 0.526 -3.139 -0.203
H -0.212 -3.953 -1.691
H 1.084 -2.770 -2.041
*
```



[5]
Here is a molecular structure, C11H15ClNO3PtSTi from the OMol25 dataset. Energies are from the ωB97M-V functional and the def2-TZVPD basis.

Results
HOMO level (spin up / spin down) = 0.5 / 0.8 eV
gap between HOMO and LUMO (spin up / spin down) = 4.3 / 4.0 eV

ORCA input file:
```
! wB97M-V def2-TZVPD RIJCOSX def2/J DEFGRID3
* xyz -2 4
Ti 0.979 -0.296 0.089
Cl -0.543 -1.900 -0.633
C 1.112 -0.434 2.060
H 1.823 0.380 2.289
H 1.547 -1.407 2.314
H 0.147 -0.286 2.570
Pt 1.218 -3.327 -0.912
C 1.045 -4.430 0.860
C 0.330 -3.841 -2.731
C 2.830 -4.209 -1.268
H 0.381 -2.926 -3.332
H 0.911 -4.672 -3.180
H -0.713 -4.124 -2.523
H 1.460 -3.749 1.616
H -0.028 -4.612 1.023
H 1.627 -5.365 0.799
H 3.470 -4.630 -0.465
H 3.321 -4.126 -2.253
O 1.417 1.600 -0.334
C 0.173 1.955 -0.065
N -0.590 0.867 0.217
S -2.274 1.191 0.407
O -2.872 0.591 -0.772
O -2.668 0.758 1.728
C -1.897 2.969 0.300
C -2.750 4.070 0.443
C -2.188 5.367 0.387
C -0.806 5.570 0.202
C 0.033 4.474 0.011
C -0.535 3.191 0.044
H -3.829 3.964 0.555
H -2.828 6.245 0.474
H -0.405 6.580 0.209
H 1.104 4.560 -0.129
*
```



[6]
Here is a molecular structure, C11H15ClNO3SSnYb from the OMol25 dataset. Energies are from the ωB97M-V functional and the def2-TZVPD basis.

Results
HOMO level (spin up / spin down) = -7.5 / -7.5 eV
gap between HOMO and LUMO (spin up / spin down) = 6.6 / 6.6 eV

ORCA input file:
```
! wB97M-V def2-TZVPD RIJCOSX def2/J DEFGRID3
* xyz 0 2
Yb 0.013 -0.024 0.584
Cl -0.269 1.680 -1.365
C -2.275 -0.292 0.804
H -2.440 -0.846 1.735
H -2.736 -0.805 -0.043
H -2.690 0.716 0.908
Sn 0.645 -0.177 -3.078
C 2.524 0.796 -3.461
C -0.802 0.141 -4.637
C 0.680 -2.092 -2.347
H -1.332 -0.817 -4.750
H -1.488 0.937 -4.318
H -0.265 0.412 -5.553
H 3.320 0.125 -3.108
H 2.607 0.962 -4.539
H 2.549 1.744 -2.916
H -0.266 -2.521 -1.994
H 1.560 -2.416 -1.769
O 0.680 -1.154 2.498
C 0.702 -0.025 3.074
N 0.648 1.117 2.332
S 0.244 2.502 3.134
O 1.257 3.504 2.958
O -1.141 2.813 2.885
C 0.450 1.659 4.697
C 0.343 2.207 5.971
C 0.491 1.383 7.086
C 0.740 0.016 6.879
C 0.847 -0.540 5.603
C 0.692 0.309 4.506
H 0.141 3.274 6.054
H 0.433 1.810 8.101
H 0.859 -0.604 7.763
H 1.020 -1.610 5.444
*
```